No. 1
DFT (ωB97M-V/def2-TZVPD) results for a molecular structure, C54H28F4IN9O5Ti at a distorted geometry.

```
102
Properties=species:S:1:pos:R:3:forces:R:3
Ti -0.03178 0.20153 0.14647 -0.412 -0.467 -1.198
O -4.13669 -0.94509 -2.72642 -0.023 0.078 -0.033
C -4.48242 -1.84947 -1.79646 -0.029 -0.042 0.065
C -5.33733 -2.88606 -2.17757 -0.013 -0.032 0.024
C -5.71842 -3.84604 -1.26131 -0.004 0.011 0.027
C -5.26039 -3.79503 0.05394 0.014 0.000 -0.032
C -4.41775 -2.76699 0.43406 -0.003 0.019 -0.037
C -4.02417 -1.77905 -0.46856 0.013 0.025 -0.002
C -3.10962 -0.67630 -0.05469 -0.249 0.095 -0.014
O -2.63366 0.09033 -0.95871 0.143 0.084 0.156
N -2.87178 -0.54881 1.23796 0.149 0.038 -0.073
N -1.87828 0.40132 1.42460 -0.080 -0.499 0.159
C -1.98544 1.13679 2.46498 0.078 0.277 -0.013
C -1.06576 2.22599 2.79132 -0.174 -0.247 0.044
C -1.26789 2.99619 3.93745 -0.011 0.017 0.074
C -0.45639 4.07975 4.21731 0.023 0.005 -0.056
C 0.57571 4.41103 3.33778 -0.032 -0.052 0.012
C 0.79855 3.66366 2.19518 0.113 0.099 0.002
C -0.01840 2.56937 1.92733 -0.021 -0.126 -0.074
O 0.19925 1.82311 0.85122 0.223 1.080 0.593
H -3.49634 -0.33417 -2.26875 0.045 -0.018 0.019
H -5.68315 -2.91510 -3.20301 0.028 0.003 -0.003
H -6.37570 -4.64873 -1.57529 0.003 0.000 0.004
H -5.55132 -4.55685 0.76569 0.013 0.004 -0.003
H -4.03299 -2.70502 1.44333 -0.016 0.005 -0.004
H -2.84884 0.97912 3.11065 -0.040 0.061 -0.011
H -2.07391 2.72750 4.61173 -0.015 0.021 -0.018
H -0.62527 4.67005 5.10842 0.013 -0.011 0.010
H 1.21802 5.25617 3.55197 -0.008 0.004 0.004
H 1.60230 3.87125 1.49871 -0.007 -0.012 0.008
C 3.27883 -2.60776 -0.86962 0.007 0.007 -0.027
C 3.37172 -2.35446 -2.23271 -0.014 -0.018 0.023
C 2.69454 -1.27264 -2.76241 0.039 -0.004 -0.006
C 1.91747 -0.46504 -1.93404 0.111 0.120 0.074
C 1.79037 -0.70928 -0.55725 -0.170 -0.077 -0.091
C 2.49281 -1.80280 -0.05506 0.090 0.100 0.101
C 1.24605 0.73151 -2.44659 0.052 0.034 -0.106
C 1.76143 1.44364 -3.55779 0.018 -0.268 -0.039
C 1.25617 2.65867 -3.86232 -0.046 0.144 -0.033
C 0.17799 3.18227 -3.10576 0.048 0.077 -0.069
C -0.35751 4.46665 -3.35390 0.045 -0.059 -0.056
C -1.42347 4.92557 -2.63743 -0.097 -0.040 0.092
C -2.00026 4.10226 -1.64661 0.026 0.130 -0.089
C -1.48205 2.87030 -1.36612 0.059 -0.078 0.047
C -0.35721 2.39152 -2.07605 -0.118 -0.124 0.097
N 0.20366 1.17127 -1.75446 0.175 0.252 -0.156
H 3.81018 -3.44878 -0.44029 0.050 0.044 0.011
H 3.97483 -2.98770 -2.86991 0.015 0.005 0.014
H 2.75723 -1.06715 -3.82457 0.039 0.020 0.018
H 2.45157 -2.05284 0.99956 -0.021 -0.039 -0.016
H 2.61241 1.05058 -4.09218 0.028 0.031 0.038
H 1.69176 3.24616 -4.66171 0.032 0.016 0.044
H 0.10566 5.07859 -4.11900 -0.017 -0.030 -0.025
H -1.83008 5.91035 -2.83004 -0.005 -0.005 0.009
H -2.86785 4.44832 -1.09870 0.014 0.014 0.013
H -1.94146 2.24081 -0.61949 -0.015 -0.016 -0.012
F 4.90854 0.28550 0.71091 -0.008 -0.002 0.005
C 5.70686 -0.13001 -0.30146 0.089 -0.007 0.271
C 6.57074 -1.16738 -0.00839 -0.161 0.016 0.094
F 6.50554 -1.66439 1.24650 -0.035 -0.025 -0.036
C 7.47049 -1.71541 -0.92404 0.218 -0.274 0.072
C 7.40463 -1.07674 -2.16383 -0.022 0.124 -0.160
C 6.54478 -0.03066 -2.44938 0.119 -0.178 -0.172
F 6.59992 0.47844 -3.70009 -0.016 -0.019 0.011
C 5.64308 0.50346 -1.53730 -0.328 0.366 -0.136
C 4.72299 1.61411 -1.84326 -0.077 -0.156 -0.162
C 3.71029 2.00296 -0.95832 0.168 0.034 0.247
N 2.86840 2.33004 -0.22673 -0.015 0.169 -0.003
C 4.73064 2.35811 -3.04208 0.401 -0.009 0.160
N 4.71487 3.02148 -3.99559 -0.175 -0.062 -0.028
F 8.22584 -1.46918 -3.15993 -0.003 0.008 0.005
C 8.37296 -2.82058 -0.62111 0.002 -0.022 -0.010
C 8.56966 -3.32406 0.68666 0.005 0.143 -0.105
N 8.78911 -3.76349 1.73735 -0.022 -0.016 -0.020
C 9.13164 -3.49536 -1.60725 -0.144 0.076 0.083
N 9.76543 -4.09930 -2.36784 0.009 0.014 0.001
N 3.04302 -2.87715 6.23831 -0.005 -0.030 0.030
C 2.56670 -2.40301 5.30781 -0.126 0.178 -0.253
C 1.93426 -1.78299 4.15963 0.180 -0.177 0.299
C 2.42926 -0.59870 3.63757 0.041 0.189 -0.046
C 1.77174 -0.03175 2.56111 0.089 0.043 0.058
N 0.68172 -0.58796 2.01908 0.552 -0.201 0.155
C 0.22109 -1.74211 2.50662 -0.145 -0.012 0.150
C 0.81847 -2.36918 3.58458 -0.187 -0.062 -0.028
H 3.31308 -0.12955 4.04401 0.007 -0.003 -0.029
H 2.13840 0.87559 2.09305 0.027 -0.040 -0.052
H -0.64290 -2.17018 2.01629 0.022 -0.005 -0.042
H 0.41608 -3.29721 3.96294 0.010 -0.014 -0.032
I -0.82214 -3.94119 -6.95065 0.010 0.000 -0.025
C -0.74839 -3.53221 -4.90012 -0.029 -0.042 -0.006
C -0.46473 -4.56591 -4.01671 0.028 0.073 0.030
C -0.43208 -4.29307 -2.65914 -0.045 -0.031 -0.037
C -0.67433 -3.00532 -2.19751 -0.001 -0.032 -0.074
C -0.95547 -1.98526 -3.09474 -0.042 0.042 -0.043
C -1.00048 -2.24440 -4.45758 0.059 -0.023 0.067
C -0.63172 -2.75325 -0.72703 0.041 0.247 0.334
O -0.63750 -3.65292 0.08700 0.023 -0.107 0.038
O -0.58728 -1.48591 -0.38933 -0.592 -0.836 -0.086
H -0.26870 -5.56424 -4.38236 -0.003 0.003 -0.006
H -0.22482 -5.07235 -1.93794 0.020 0.003 -0.007
H -1.16619 -0.99209 -2.72140 0.019 0.006 0.006
H -1.22563 -1.45156 -5.15711 -0.022 -0.005 -0.001
```
Positions in Å, forces in eV/Å.

Computed properties:
- Total charge: -2
- ΔE to the lowest compared entry with this formula, charge and spin: 23.9 kcal per mole
- Spin multiplicity: 1
- Calculated total energy: -4490.46583 Eh

No. 2
DFT (ωB97M-V/def2-TZVPD) results for 9 unconnected molecules or ions with the total composition C54H40F5N2O19P at a distorted geometry.

```
121
Properties=species:S:1:pos:R:3:forces:R:3
C -3.02929 3.29732 0.51016 -0.173 -0.010 -0.463
C -1.72255 2.58055 0.63598 0.934 0.597 0.453
O -0.73199 3.09440 1.08079 -0.399 -0.280 -0.201
N -1.66419 1.16590 0.26291 -0.489 -0.592 -0.507
C -2.27174 0.30918 1.29979 0.215 0.096 0.130
P -2.12526 0.81520 -1.32943 -0.487 0.027 0.472
O -3.77452 0.65422 -1.11295 0.280 -0.118 -0.117
O -0.39194 0.99836 -1.81686 -0.091 0.359 -0.212
C -0.11909 1.84510 -2.73161 0.404 0.220 -0.563
N 0.16037 2.59417 -3.57578 -0.338 -0.304 0.624
C -2.04058 -0.98891 -1.97330 0.941 0.266 -0.214
F -2.60944 -1.83388 -1.08435 -0.306 -0.035 0.045
F -0.77095 -1.40836 -2.16836 -0.253 -0.091 0.247
C -2.71843 -1.14674 -3.36067 -0.074 0.009 0.130
F -2.14956 -0.28070 -4.19601 0.027 0.118 -0.097
F -2.52172 -2.37993 -3.80458 0.070 -0.182 -0.071
F -4.02485 -0.92003 -3.32566 -0.128 -0.015 0.028
H -3.76821 2.89356 1.19963 -0.008 -0.036 0.109
H -2.90581 4.36213 0.66164 0.096 0.045 0.193
H -3.45342 3.15969 -0.48376 -0.077 -0.045 -0.046
H -3.31014 0.55992 1.51801 -0.102 -0.029 -0.040
H -2.19166 -0.73302 1.00712 -0.070 -0.060 -0.034
H -1.67706 0.42030 2.20293 0.007 0.078 0.070
H -2.38600 1.84965 -2.22441 -0.024 0.105 0.025
H -4.07768 -0.18966 -0.75880 -0.069 0.083 0.070
C -0.60008 5.84353 -2.02221 -0.047 -0.005 0.026
C 0.66475 6.04312 -2.37982 0.053 -0.016 -0.065
C 1.45956 7.15501 -1.79870 -0.041 -0.023 0.033
O 2.61188 7.34787 -2.11755 0.010 0.008 -0.004
C 0.78630 8.02544 -0.79864 0.030 0.055 0.050
C -0.47769 7.82383 -0.44071 -0.006 0.024 0.021
C -1.26965 6.71741 -1.02927 0.083 -0.055 -0.059
O -2.42614 6.53064 -0.70669 -0.075 -0.027 0.100
H -1.19417 5.03807 -2.43572 0.012 -0.003 -0.017
H 1.16574 5.41187 -3.10322 0.000 -0.028 0.022
H 1.38198 8.82799 -0.38137 0.019 -0.001 -0.022
H -0.98115 8.44954 0.28607 -0.004 -0.004 0.001
C -4.05113 7.57976 3.30772 0.003 -0.034 -0.002
C -4.31430 6.82014 2.24727 0.053 0.028 0.002
C -5.43307 5.84292 2.26347 0.021 0.042 -0.001
O -5.66904 5.14916 1.29612 -0.006 -0.082 0.020
C -6.24301 5.74364 3.50251 -0.014 0.002 0.015
C -5.97972 6.49992 4.56545 0.037 -0.037 0.015
C -4.86546 7.48123 4.54507 -0.019 0.033 -0.008
O -4.63666 8.18558 5.50674 -0.015 0.022 0.002
H -3.24272 8.30030 3.32238 -0.005 0.006 0.021
H -3.73410 6.87262 1.33340 -0.026 -0.012 -0.057
H -7.05215 5.02393 3.48892 0.001 0.000 -0.017
H -6.55865 6.44840 5.48120 0.037 0.008 -0.108
C 1.72756 -3.49215 -2.38941 0.031 -0.064 0.013
C 1.82837 -4.26895 -1.31436 -0.021 0.033 -0.010
C 2.88768 -5.30121 -1.20545 -0.041 0.004 -0.004
O 2.97263 -6.00874 -0.22238 0.058 -0.011 0.020
C 3.83315 -5.43700 -2.33979 -0.002 -0.009 -0.037
C 3.73282 -4.66484 -3.41888 0.025 -0.002 0.016
C 2.67186 -3.62771 -3.52999 -0.007 -0.017 0.007
O 2.58119 -2.91979 -4.50619 0.017 0.019 0.004
H 0.96530 -2.73298 -2.48633 0.044 -0.003 -0.052
H 1.15293 -4.18925 -0.47133 0.013 -0.018 0.013
H 4.59639 -6.19845 -2.23558 -0.001 0.000 0.022
H 4.40430 -4.74949 -4.26295 -0.018 0.039 -0.020
C 3.88368 8.70504 3.22725 -0.021 0.011 -0.012
C 2.60968 8.89406 2.89593 0.014 -0.044 0.000
C 2.05814 10.25719 2.69769 0.007 0.001 0.009
O 0.89629 10.42667 2.39224 -0.026 -0.026 -0.059
C 2.98040 11.40500 2.88426 0.021 0.008 0.015
C 4.25432 11.21801 3.21734 -0.028 0.006 -0.013
C 4.80801 9.85323 3.41522 0.000 -0.001 -0.001
O 5.96781 9.68372 3.71853 0.006 0.001 0.008
H 4.30882 7.72068 3.37522 0.021 0.008 0.002
H 1.91705 8.07376 2.75382 -0.015 0.011 -0.004
H 2.55444 12.38867 2.73345 -0.021 -0.008 -0.003
H 4.94655 12.03795 3.35942 0.020 -0.015 0.003
C 2.95919 -9.32416 -4.54067 -0.014 0.021 0.002
C 2.64619 -8.07589 -4.87593 0.000 -0.027 0.012
C 3.44725 -7.32282 -5.87525 -0.015 -0.012 0.008
O 3.16540 -6.18086 -6.16902 0.014 0.000 0.012
C 4.60794 -8.01570 -6.48683 0.005 -0.019 0.007
C 4.92122 -9.26398 -6.15156 0.015 0.014 -0.019
C 4.12104 -10.01724 -5.15412 -0.006 0.005 -0.016
O 4.40306 -11.15606 -4.84746 -0.002 -0.038 -0.033
H 2.39304 -9.89298 -3.81396 0.016 -0.017 0.001
H 1.80494 -7.54861 -4.44369 0.002 0.019 -0.017
H 5.17342 -7.44767 -7.21436 -0.016 0.013 -0.004
H 5.75943 -9.79122 -6.58760 -0.018 -0.026 -0.002
C 3.56616 -5.72162 3.01934 0.018 0.016 -0.003
C 4.74925 -6.31611 3.14195 -0.021 0.012 0.010
C 5.00841 -7.30145 4.22069 0.001 0.002 -0.007
O 6.08608 -7.84358 4.33633 0.007 -0.004 0.004
C 3.89446 -7.60004 5.15798 -0.030 0.008 0.004
C 2.71110 -7.00600 5.03521 0.019 -0.021 0.004
C 2.45357 -6.01939 3.95500 0.003 0.002 -0.006
O 1.37425 -5.47798 3.84458 -0.008 0.012 0.006
H 3.35118 -5.00736 2.23624 -0.024 -0.027 -0.016
H 5.57308 -6.11776 2.46862 0.010 -0.018 0.004
H 4.10728 -8.32225 5.93584 0.024 -0.003 -0.007
H 1.88497 -7.20649 5.70550 -0.015 0.014 -0.012
C -8.23423 8.91656 7.26676 0.003 0.026 0.008
C -8.63241 9.92114 8.04185 0.002 -0.018 -0.014
C -9.41332 9.67527 9.28137 0.009 -0.002 -0.007
O -9.77868 10.58869 9.98716 -0.008 0.009 0.008
C -9.72887 8.26393 9.62447 0.004 -0.024 -0.013
C -9.33017 7.25960 8.84938 -0.027 0.014 0.017
C -8.55447 7.50944 7.61039 0.052 0.024 -0.016
O -8.18908 6.59288 6.90273 -0.098 -0.040 0.083
H -7.65838 9.06991 6.36286 0.022 -0.023 0.006
H -8.40985 10.95589 7.81548 -0.009 0.008 0.020
H -10.29620 8.10997 10.53338 0.000 0.024 0.006
H -9.54735 6.22388 9.07695 0.013 -0.008 -0.018
C 4.17576 -14.82723 -6.77038 -0.010 0.020 -0.015
C 3.86252 -13.57880 -7.10422 -0.013 -0.012 0.022
C 4.66266 -12.82471 -8.10011 0.003 -0.008 0.010
O 4.38108 -11.68454 -8.40497 0.005 0.042 0.040
C 5.82415 -13.51687 -8.71364 0.016 -0.021 0.005
C 6.13734 -14.76563 -8.38093 0.002 0.030 -0.010
C 5.33681 -15.52083 -7.38237 -0.003 0.003 0.007
O 5.62201 -16.65913 -7.08197 0.003 -0.009 -0.001
H 3.61020 -15.39573 -6.04348 0.014 -0.016 0.000
H 3.02404 -13.05217 -6.66792 0.017 0.025 0.002
H 6.39071 -12.94659 -9.43882 -0.015 0.018 0.001
H 6.97889 -15.29151 -8.81343 -0.005 -0.021 0.013
```
Positions in Å, forces in eV/Å.

Computed properties:
- Total charge: 0
- Spin multiplicity: 1
- SMILES: CC(=O)N(C)[PH](O)(OC#N)C(F)(F)C(F)(F)F.O=C1C=CC(=O)C=C1.O=C1C=CC(=O)C=C1.O=C1C=CC(=O)C=C1.O=C1C=CC(=O)C=C1.O=C1C=CC(=O)C=C1.O=C1C=CC(=O)C=C1.O=C1C=CC(=O)C=C1.O=C1C=CC(=O)C=C1
- Calculated total energy: -4461.21059 Eh

| no. | highest occupied orbital energy (eV) | frontier orbital gap (eV) |
| --- | --- | --- |
| 1 | -1.47 | 4.00 |
| 2 | -10.16 | 8.47 |